Record 1
DFT (ωB97M-V/def2-TZVPD) results for 9 unconnected molecules or ions with the total composition C29H67Cl3N2O12 in a non-equilibrium geometry.

Maximum force: 3.0 eV/Å
E_LUMO: 0.37 eV
Electronic energy: -96266.620 eV
SMILES: ClC(Cl)Cl.COCCOC.COCCOC.COCCOC.COCCOC.COCCOC.COCCOC.CC#N.CC#N
HOMO-LUMO gap: 9.621 eV
HOMO energy: -9.255 eV

Cartesian coordinates (Å):
Cl: -0.45580 -5.94299 -1.42313
Cl: -0.53412 -7.70959 0.91951
Cl: 1.18281 -5.32599 0.89526
O: 0.86972 4.10240 -4.77966
O: -1.12402 0.02694 3.68709
O: 1.57921 -3.71154 3.83906
O: -1.47412 -0.33956 -5.22009
O: 3.79832 1.09526 -1.47309
O: 4.39063 -0.60093 0.88988
O: -4.64811 1.37366 1.19259
O: 2.51171 -0.90845 3.66315
O: -2.61948 -2.67909 3.24999
O: 0.84185 5.39102 -2.29229
O: -2.63527 -2.69954 -3.75566
O: -4.64787 0.93754 -1.86344
N: -0.30546 0.95793 -0.46200
N: 3.44029 3.90992 2.69880
C: -0.75719 0.88392 4.72220
C: 0.78894 -1.33607 0.20799
C: -4.73003 2.45680 2.12644
C: 2.72569 3.00246 2.55367
C: 0.84331 -2.54145 4.22910
C: 4.48928 1.37365 -0.28204
C: 1.76185 -1.42650 4.74416
C: -1.48846 -2.64483 -4.52663
C: 0.13595 -0.06790 -0.13558
C: -2.63154 -1.41785 2.52299
C: 3.51942 -0.20525 4.27928
C: -4.81126 0.07901 -2.95053
C: 2.85663 2.07414 -1.81901
C: 0.08186 5.91881 -3.32004
C: 1.87307 -4.57424 4.87832
C: -3.66018 0.61681 -0.90866
C: -0.85319 0.91988 -5.21367
C: -2.18674 -3.76689 2.43933
C: -0.81325 -1.26847 -4.35611
C: -2.53975 -0.22000 3.46274
C: 0.52642 -6.69598 -0.04091
C: 4.97502 -1.81607 1.45077
C: 0.21792 4.57887 -1.33136
C: 1.23120 4.52233 -6.07486
C: -0.26275 4.87786 -4.33810
C: -3.32574 -3.93047 -3.79854
C: -3.67668 1.62190 0.16134
C: 5.30628 0.19925 0.16674
C: 1.77443 1.96277 2.29408
H: 0.40081 -2.11240 -0.42645
H: -0.78407 -3.43058 -4.17990
H: 1.59812 1.74097 1.25291
H: 5.09813 -2.52662 0.64527
H: -3.94844 2.61804 -0.37137
H: 3.32214 3.07765 -1.92681
H: 4.99197 2.31159 -0.42560
H: 0.14818 -2.78416 5.03822
H: -2.82710 -4.70866 -3.15746
H: 2.07868 1.04607 2.74575
H: 0.80327 2.35742 2.68425
H: -2.88065 -4.58208 2.34384
H: -2.95384 -0.34481 4.43587
H: -1.95816 -3.42303 1.50824
H: 4.17108 0.24305 3.53924
H: 3.03935 0.58680 4.86147
H: 0.03517 3.58676 -1.78752
H: 4.27109 -2.09845 2.27261
H: -3.98529 -0.37168 -0.49582
H: -1.81051 -2.76210 -5.56747
H: 6.01603 -1.61394 1.80443
H: -4.75837 -0.96375 -2.69031
H: 1.50008 5.62659 -6.01838
H: 1.86048 -1.13622 -0.03984
H: 0.67991 6.70778 -3.81408
H: -0.75784 1.28855 -4.14750
H: 2.01601 3.91724 -6.53567
H: -3.64641 -1.37385 1.95760
H: -0.77916 4.94706 -0.92458
H: 0.37947 -2.17664 3.27265
H: 4.18134 -0.75466 4.92188
H: -5.41743 3.19264 1.75203
H: -0.99749 1.89970 4.43056
H: -0.98345 -1.08539 -3.27207
H: 1.00741 -0.77687 5.11578
H: 2.46483 -5.41466 4.48561
H: 1.28020 -7.26435 -0.55107
H: 0.67316 -1.55386 1.32304
H: -1.32642 -4.25205 2.79644
H: 3.77561 1.58072 0.50499
H: 6.08140 0.58186 0.87797
H: 2.47355 1.81198 -2.83618
H: -1.49505 1.55520 -5.77991
H: -0.83270 6.35033 -2.95748
H: 0.10580 0.89096 -5.69072
H: 0.34953 0.87763 4.63042
H: 1.97911 2.09405 -1.20049
H: -2.99771 0.65097 2.99923
H: -2.69228 0.60447 -1.32077
H: -1.73325 -1.45706 1.82924
H: -3.73540 2.79329 2.39559
H: 1.02981 -4.99376 5.45523
H: 0.37045 4.54436 -6.72988
H: 5.77836 -0.19031 -0.75366
H: 0.99008 4.46994 -0.55500
H: -5.83892 0.20634 -3.35830
H: -1.22135 0.56059 5.66323
H: -4.05688 0.27398 -3.73835
H: -0.69476 5.47036 -5.15181
H: 2.46397 -4.05365 5.59480
H: -2.69194 1.69922 0.67719
H: -0.96762 4.13546 -4.00070
H: -5.14110 1.93074 2.97646
H: 0.23680 -1.36080 -4.66301
H: -4.26416 -3.58833 -3.40270
H: 2.38430 -1.83430 5.56220
H: -3.39875 -4.29473 -4.79251

Record 2
DFT (ωB97M-V/def2-TZVPD) results for 3 unconnected molecules or ions with the total composition C29H67ClN3O10PS3 in a non-equilibrium geometry.

Maximum force: 1.6 eV/Å
E_LUMO: 0.21 eV
Electronic energy: -110421.796 eV
SMILES: CCCCN[C@@H](Cl)OC[C@@H](N(CCCCCN)CCCCCCCCCCOC)P(O)(O)=S.CCOS(C)(=O)=O.CCOS(C)(=O)=O
HOMO-LUMO gap: 8.676 eV
HOMO energy: -8.470 eV

Cartesian coordinates (Å):
Cl: -0.68871 -0.48186 -5.86147
S: -2.26683 5.56452 6.69562
S: 0.04002 -1.09516 5.53381
S: 3.71557 -3.72042 -3.68304
P: 4.27549 -1.89850 -3.88626
O: 5.71918 -1.57303 -3.25359
O: -2.05307 4.26845 7.26798
O: -1.38541 6.64594 7.00416
O: 0.50457 -0.33000 4.41625
O: 0.18171 -0.21688 6.85211
O: 1.58511 -1.53949 -4.96437
O: -3.76841 6.00643 6.98296
O: -5.93426 -2.60674 -0.20799
O: 4.51613 -1.58036 -5.47156
O: -1.25053 -1.71121 5.51125
N: 3.92036 6.42678 -4.44868
N: 3.21980 -0.12771 -1.95437
N: 1.39597 -1.42538 -7.26697
C: 0.18632 -3.62371 -6.86072
C: -0.40456 -4.78990 -7.63373
C: -1.72126 -3.43852 1.69815
C: -0.57512 -6.01738 -6.73840
C: 4.52115 5.80980 -3.24748
C: 4.09295 1.04332 -1.81970
C: -3.66062 7.16409 9.15554
C: -2.40447 5.42268 4.94706
C: -6.49819 -1.95427 -1.33819
C: 4.50581 4.28306 -3.33371
C: 3.45083 -1.16025 -0.94428
C: -5.17802 -2.31082 2.03439
C: 1.63960 -0.86213 -3.72238
C: 3.09293 -0.57049 -3.32385
C: 3.32958 2.30079 -2.19475
C: -2.82298 -3.10230 2.71993
C: -5.12995 -1.78120 0.61415
C: 1.07662 -0.80416 -6.03080
C: -1.96015 0.99675 7.01316
C: -0.06485 -2.40234 0.15636
C: -4.21989 -3.50817 2.22032
C: 1.10872 -1.43467 -0.05880
C: -0.63126 -2.35689 1.56507
C: 4.14910 3.58860 -2.00764
C: 2.29318 -2.11077 -0.72783
C: -4.22098 6.00639 8.35282
C: 0.48758 -2.44661 -7.79121
C: 1.23877 -2.31606 5.94680
C: -0.45538 1.07994 6.86884
H: -1.39504 -5.85325 -6.05151
H: 0.31564 -3.40963 0.01098
H: 6.28195 -1.22621 -3.97006
H: -1.37251 -4.51784 -8.04888
H: 2.34959 -1.76198 -7.25612
H: 4.35872 7.32493 -4.62160
H: 3.55737 -0.63242 0.00076
H: -5.47368 -0.74659 0.62621
H: 1.18316 0.11951 -3.82755
H: 3.82218 3.99717 -4.12594
H: -0.77175 -6.89267 -7.34554
H: 2.21810 -1.84838 5.99478
H: -6.13429 -2.43638 -2.24399
H: -2.78983 -2.06644 3.03890
H: -2.74951 6.37165 4.54607
H: -2.41907 0.53279 6.14011
H: 4.39574 -1.69784 -1.06030
H: 2.95018 6.65468 -4.26025
H: 4.00833 6.18009 -2.35954
H: 2.64681 -2.86182 -0.02412
H: -2.15397 -3.54634 0.70877
H: -4.86572 -1.52341 2.71447
H: 3.52583 4.28915 -1.46476
H: 1.13266 -3.92589 -6.41576
H: -3.98452 5.04788 8.81791
H: 3.06777 2.24794 -3.25027
H: -5.30498 6.08274 8.29861
H: -2.58179 7.07903 9.27638
H: -3.86016 8.11038 8.65298
H: 2.38214 2.32428 -1.67416
H: -4.17138 -4.01365 1.26192
H: 5.07525 3.40623 -1.47120
H: 3.36479 0.29005 -3.93961
H: -1.41107 5.19316 4.56790
H: 0.13635 -2.59021 2.29956
H: 4.37389 1.14534 -0.77779
H: -0.17216 1.63849 5.97520
H: 5.54636 6.15645 -3.18340
H: 0.99253 -2.87551 -8.65345
H: -6.28654 -0.89117 -1.35738
H: 1.21279 -3.06587 5.15889
H: -3.09690 4.61960 4.70999
H: -4.70373 -4.21070 2.89182
H: -7.57310 -2.11302 -1.31098
H: 0.96867 -2.76305 6.89957
H: 1.44660 -1.11655 0.92789
H: -6.20058 -2.61217 2.22409
H: -0.86694 -2.18866 -0.54468
H: 0.81755 -0.52621 -0.57947
H: 1.09010 -1.36798 -2.94045
H: -2.64133 -3.69733 3.60859
H: 4.22173 -0.67992 -5.68838
H: 2.00396 -2.64723 -1.62370
H: -1.03428 -1.38197 1.82620
H: -2.23125 0.39423 7.88069
H: 5.49754 3.97192 -3.64696
H: 0.25917 -5.00133 -8.46679
H: -4.11184 7.18480 10.14762
H: -1.28392 -4.40383 1.94060
H: 4.98659 0.93188 -2.44005
H: -4.10103 -1.80927 0.24590
H: -0.03105 1.60172 7.72382
H: 1.52834 0.18993 -6.01041
H: 0.33975 -6.16192 -6.17310
H: -0.44079 -3.32061 -6.03029
H: -2.37828 1.99525 7.12499
H: -0.41726 -2.00616 -8.18869